H5NO | ωB97M-V/def2-TZVPD

Values from the calculation:
- orbital gap (eV) = 11.7
- 2S+1 = 1
- structure (SMILES) = N.O

Structure (XYZ):
```
7
H5NO, DFT ωB97M-V/def2-TZVPD
N -0.47 0.88 0.63
H 0.37 1.06 1.19
H -1.21 0.61 1.28
H -0.75 1.77 0.21
O 1.04 -1.48 -1.30
H 0.75 -0.75 -0.70
H 0.27 -2.10 -1.31
```

Results of the Löwdin charge analysis, in e, for atoms 1 through 6: N 0.001; H 0.023; H 0.020; H 0.021; O -0.105; H -0.002

=====

C28H77AsF6N7O7 | ωB97M-V/def2-TZVPD

Values from the calculation:
- charge = -1
- orbital gap (eV) = 8.8
- 2S+1 = 1

Structure (XYZ):
```
126
C28H77AsF6N7O7, DFT ωB97M-V/def2-TZVPD
As 14.90 23.73 -2.26
F 16.16 24.23 -3.45
F 14.98 22.08 -2.96
F 13.68 23.04 -1.09
F 14.79 25.38 -1.46
F 13.56 24.07 -3.45
F 16.22 23.29 -1.19
C 13.12 24.76 3.73
C 13.38 24.79 5.23
C 13.39 23.34 5.87
O 12.30 22.54 5.57
C 12.20 21.28 6.33
N 14.61 25.48 5.43
H 13.18 25.79 3.36
H 12.15 24.36 3.45
H 13.97 24.15 3.42
H 12.55 25.26 5.75
H 13.57 23.44 6.94
H 14.28 22.77 5.58
H 13.17 20.82 6.12
H 11.44 20.57 6.02
H 12.09 21.59 7.37
H 14.47 26.41 5.78
H 14.89 25.69 4.48
C 9.35 19.90 -4.93
C 10.39 18.81 -5.32
C 10.59 18.60 -6.84
O 11.45 17.52 -7.18
C 11.97 17.40 -8.51
N 11.62 19.01 -4.48
H 8.38 19.55 -5.27
H 9.60 20.85 -5.42
H 9.37 20.06 -3.85
H 10.01 17.85 -4.99
H 11.08 19.49 -7.24
H 9.60 18.46 -7.26
H 11.03 17.07 -8.94
H 12.56 16.49 -8.63
H 12.32 18.32 -8.99
H 11.43 19.01 -3.49
H 11.93 19.93 -4.74
C 9.02 26.35 -1.93
C 7.76 27.13 -2.23
C 7.01 26.76 -3.54
O 5.91 27.51 -3.81
C 5.49 27.50 -5.15
N 6.81 27.13 -1.13
H 9.76 26.95 -1.41
H 9.63 26.10 -2.80
H 8.79 25.40 -1.45
H 8.05 28.17 -2.39
H 6.77 25.72 -3.33
H 7.82 26.78 -4.28
H 5.31 26.50 -5.54
H 6.22 27.97 -5.81
H 4.48 27.90 -5.26
H 6.85 26.22 -0.70
H 5.85 27.29 -1.41
C 16.59 19.02 -6.42
C 17.52 18.76 -5.28
C 18.38 20.02 -5.05
O 18.81 19.95 -3.76
C 19.86 20.90 -3.48
N 16.76 18.53 -4.10
H 16.11 18.08 -6.66
H 17.23 19.24 -7.28
H 15.88 19.82 -6.23
H 18.24 17.96 -5.49
H 17.80 20.94 -5.14
H 19.19 20.04 -5.77
H 20.11 20.94 -2.42
H 19.63 21.92 -3.80
H 20.83 20.74 -3.95
H 17.48 19.00 -3.57
H 16.07 19.26 -4.15
C 19.35 20.87 2.89
C 18.93 19.40 2.87
C 18.23 18.99 4.20
O 18.48 17.57 4.45
C 18.03 16.98 5.61
N 18.17 19.07 1.62
H 19.74 21.20 3.86
H 18.43 21.41 2.67
H 19.94 21.17 2.02
H 19.92 18.94 2.79
H 17.18 19.26 4.13
H 18.61 19.50 5.09
H 16.98 17.22 5.79
H 18.76 17.27 6.37
H 18.22 15.91 5.54
H 18.31 19.92 1.09
H 17.20 19.15 1.88
C 18.07 28.93 2.19
C 18.75 27.74 1.61
C 20.17 27.49 1.99
O 20.82 26.50 1.19
C 22.03 25.95 1.58
N 18.07 26.51 1.84
H 17.01 28.93 1.95
H 18.48 29.88 1.84
H 18.12 28.85 3.28
H 18.80 27.84 0.52
H 20.23 27.19 3.03
H 20.75 28.41 1.86
H 22.28 25.18 0.85
H 21.81 25.49 2.55
H 22.87 26.64 1.60
H 18.57 25.81 1.31
H 17.18 26.60 1.37
C 9.74 26.09 -10.11
C 10.19 25.24 -8.85
C 10.61 25.98 -7.54
O 11.98 26.30 -7.90
C 12.51 27.42 -7.30
N 8.96 24.55 -8.49
H 8.88 26.73 -9.89
H 9.40 25.47 -10.95
H 10.57 26.78 -10.27
H 10.97 24.58 -9.24
H 10.52 25.32 -6.68
H 10.05 26.92 -7.58
H 12.68 27.46 -6.22
H 12.09 28.42 -7.35
H 13.51 27.48 -7.73
H 8.28 25.27 -8.30
H 9.05 23.95 -7.68
```

Results of the Löwdin charge analysis, in e, for atoms 1 through 6: As 0.914; F -0.313; F -0.323; F -0.329; F -0.323; F -0.325

=====

C2H2Cl3I | ωB97M-V/def2-TZVPD

Values from the calculation:
- orbital gap (spin up / spin down) (eV) = 7.3 / 7.8
- 2S+1 = 1

Structure (XYZ):
```
8
C2H2Cl3I, DFT ωB97M-V/def2-TZVPD
C 0.99 -2.03 0.75
C -0.74 1.57 -0.55
Cl -1.96 2.50 0.36
Cl -1.57 0.73 -1.90
Cl 0.74 2.53 -0.83
I -0.22 -0.40 1.00
H 0.74 -2.75 0.11
H 2.02 -2.15 1.05
```

Results of the Löwdin charge analysis, in e, for atoms 1 through 6: C -0.506; C -1.825; Cl 0.435; Cl 0.430; Cl 0.470; I 1.125

=====

C9H16N2O | ωB97M-V/def2-TZVPD

Values from the calculation:
- orbital gap (eV) = 8.9
- 2S+1 = 1
- structure (SMILES) = [H]/N=C(/N)C(=C)C.C[C@H]1CC=CO1

Structure (XYZ):
```
28
C9H16N2O, DFT ωB97M-V/def2-TZVPD
H -1.02 0.31 -0.89
N -1.23 -0.68 -0.95
C -2.34 -0.91 -0.34
N -2.71 -2.22 -0.09
C -3.32 0.12 0.15
C -4.10 -0.11 1.18
C -3.26 1.42 -0.64
H -3.71 -2.32 0.04
H -2.39 -2.86 -0.82
H -4.08 -1.08 1.70
H -4.79 0.63 1.58
H -2.59 1.30 -1.51
H -2.83 2.19 0.00
H -4.23 1.72 -1.06
C 2.29 1.56 0.90
C 2.29 0.37 -0.04
C 3.60 0.27 -0.88
C 4.24 -0.95 -0.29
C 3.40 -1.52 0.56
O 2.22 -0.85 0.74
H 2.34 2.50 0.35
H 3.14 1.52 1.60
H 1.37 1.58 1.49
H 1.39 0.39 -0.65
H 4.22 1.17 -0.78
H 3.34 0.16 -1.96
H 5.22 -1.31 -0.56
H 3.53 -2.41 1.16
```

Results of the Löwdin charge analysis, in e, for atoms 1 through 6: H 0.021; N 0.123; C -0.478; N 0.099; C -0.296; C 0.050

=====

C5H8 | ωB97M-V/def2-TZVPD

Values from the calculation:
- orbital gap (eV) = 10.1
- 2S+1 = 1
- structure (SMILES) = C1=CCCC1

Structure (XYZ):
```
13
C5H8, DFT ωB97M-V/def2-TZVPD
C 0.99 -0.03 0.91
C 0.04 -0.96 0.91
C -0.90 -0.83 -0.23
C -0.64 0.67 -0.68
C 0.80 0.97 -0.22
H 1.86 -0.01 1.56
H 0.05 -1.96 1.33
H -0.59 -1.85 -0.69
H -1.97 -1.03 -0.08
H -0.84 0.90 -1.73
H -1.30 1.36 -0.11
H 1.50 0.76 -1.05
H 1.00 2.01 0.08
```

Results of the Löwdin charge analysis, in e, for atoms 1 through 6: C -0.108; C -0.156; C -0.193; C -0.173; C -0.208; H 0.094

=====

C11H13N2O | ωB97M-V/def2-TZVPD

Values from the calculation:
- charge = +1
- orbital gap (spin up / spin down) (eV) = 6.7 / 6.7
- 2S+1 = 1

Structure (XYZ):
```
27
C11H13N2O, DFT ωB97M-V/def2-TZVPD
C 3.79 -1.49 0.27
C 3.82 -0.07 0.32
C 2.61 -2.13 -0.12
C 2.66 0.60 0.06
C 1.41 -1.43 -0.16
C 1.43 -0.03 -0.16
C -2.13 -1.74 -0.15
C 0.39 0.72 -0.72
C -2.86 -0.64 0.43
C -2.33 0.57 -0.46
C -1.59 1.56 0.51
N -1.59 -1.28 -1.36
N -1.50 0.09 -1.48
O -2.09 -2.90 0.19
H 4.69 -2.01 0.28
H 4.64 0.40 0.75
H 2.60 -3.12 -0.31
H 2.64 1.67 -0.11
H 0.42 -1.95 -0.29
H 0.45 1.58 -1.45
H -3.91 -0.77 0.28
H -2.86 -0.53 1.58
H -3.24 1.08 -0.85
H -1.93 1.44 1.60
H -1.67 2.52 0.04
H -0.48 1.19 0.29
H -0.83 -1.89 -1.73
```

Results of the Löwdin charge analysis, in e, for atoms 1 through 6: C 0.036; C -0.003; C -0.011; C -0.010; C 0.025; C -0.271

=====

C16H27N2O2 | ωB97M-V/def2-TZVPD

Values from the calculation:
- charge = +1
- orbital gap (eV) = 9.2
- 2S+1 = 1
- structure (SMILES) = COc1cccc(NC(=O)C[NH2+][C@H](C)CCC(C)C)c1

Structure (XYZ):
```
47
C16H27N2O2, DFT ωB97M-V/def2-TZVPD
C 6.97 -0.53 2.04
O 5.60 -0.70 2.38
C 4.76 -1.21 1.46
C 5.10 -1.56 0.15
C 4.14 -2.08 -0.70
C 2.84 -2.26 -0.28
C 2.49 -1.89 1.02
N 1.16 -2.08 1.50
C 0.05 -1.55 1.03
O -1.07 -1.73 1.49
C 0.15 -0.57 -0.17
N -1.23 -0.07 -0.33
C -1.89 -0.24 -1.65
C -1.27 0.70 -2.66
C -3.41 -0.07 -1.49
C -3.94 1.36 -1.33
C -3.56 2.13 -0.06
C -3.99 1.41 1.22
C -4.22 3.51 -0.11
C 3.44 -1.38 1.88
H 7.09 0.18 1.22
H 7.44 -1.48 1.78
H 7.44 -0.13 2.94
H 6.11 -1.44 -0.20
H 4.42 -2.37 -1.70
H 2.11 -2.71 -0.94
H 1.07 -2.65 2.34
H 0.87 0.21 0.03
H 0.46 -1.11 -1.06
H -1.33 0.91 -0.05
H -1.72 -0.67 0.42
H -1.71 -1.28 -1.96
H -1.78 0.61 -3.61
H -0.22 0.47 -2.83
H -1.35 1.74 -2.34
H -3.74 -0.69 -0.65
H -3.87 -0.49 -2.38
H -3.65 1.95 -2.20
H -5.03 1.29 -1.35
H -2.47 2.31 -0.03
H -5.07 1.26 1.20
H -3.75 2.02 2.09
H -3.52 0.44 1.35
H -5.30 3.41 -0.13
H -3.94 4.10 0.76
H -3.91 4.05 -1.01
H 3.19 -1.11 2.90
```

Results of the Löwdin charge analysis, in e, for atoms 1 through 6: C -0.063; O -0.065; C -0.268; C -0.004; C -0.056; C -0.044

=====

C4H6ClNO2 | ωB97M-V/def2-TZVPD

Values from the calculation:
- orbital gap (eV) = 8.7
- 2S+1 = 1
- structure (SMILES) = ON/C=C\C(O)=C\Cl

Structure (XYZ):
```
14
C4H6ClNO2, DFT ωB97M-V/def2-TZVPD
O -1.33 1.30 -1.08
N -1.16 -0.11 -1.17
C 0.15 -0.64 -0.87
C 0.77 -0.57 0.32
C 0.18 -0.17 1.63
O 1.00 0.37 2.69
C -1.13 -0.48 1.92
Cl -2.07 -0.10 3.37
H -2.31 1.49 -1.18
H -1.27 -0.36 -2.21
H 0.74 -1.00 -1.65
H 1.76 -1.06 0.31
H 1.89 0.35 2.34
H -1.68 -0.91 1.24
```

Results of the Löwdin charge analysis, in e, for atoms 1 through 6: O -0.085; N -0.108; C -0.120; C -0.044; C -0.316; O -0.002

=====

C18H22AsBCl5LiO2Si2 | ωB97M-V/def2-TZVPD

Values from the calculation:
- charge = -2
- orbital gap (eV) = 5.2
- 2S+1 = 1

Structure (XYZ):
```
52
C18H22AsBCl5LiO2Si2, DFT ωB97M-V/def2-TZVPD
Li -0.26 0.20 -0.20
Cl -2.43 -1.07 -0.06
C -1.57 -1.79 -1.39
C -0.27 -1.36 -1.58
C 0.37 -1.95 -2.67
Cl 2.00 -1.44 -3.02
C -0.21 -2.92 -3.48
Cl 0.67 -3.65 -4.79
C -1.53 -3.31 -3.24
Cl -2.29 -4.49 -4.25
C -2.22 -2.72 -2.18
Cl -3.89 -3.16 -1.91
O 0.46 3.10 -1.79
B -0.32 2.17 -1.02
O -1.68 2.37 -1.49
C -1.67 3.33 -2.44
C -2.71 3.86 -3.18
C -2.41 4.85 -4.11
C -1.11 5.29 -4.30
C -0.05 4.75 -3.56
C -0.36 3.77 -2.63
H -3.72 3.50 -3.03
H -3.21 5.28 -4.70
H -0.90 6.06 -5.04
H 0.97 5.07 -3.70
C 4.10 -2.29 1.12
Si 2.47 -3.26 1.39
C 2.32 -4.36 -0.16
C 2.94 -4.50 2.78
As 0.55 -2.12 1.81
Si 1.40 -0.51 3.16
C -0.05 0.52 3.86
C 2.54 0.83 2.40
C 2.41 -1.08 4.69
H 4.95 -2.95 0.91
H 4.34 -1.71 2.02
H 3.99 -1.59 0.29
H 3.15 -5.06 -0.27
H 2.27 -3.75 -1.06
H 1.39 -4.95 -0.11
H 3.84 -5.09 2.55
H 2.12 -5.19 2.96
H 3.13 -3.96 3.71
H -0.54 1.04 3.04
H 0.29 1.28 4.58
H -0.79 -0.11 4.35
H 2.02 1.34 1.59
H 3.44 0.38 1.99
H 2.84 1.58 3.14
H 1.86 -1.82 5.28
H 2.67 -0.25 5.36
H 3.34 -1.54 4.36
```

Results of the Löwdin charge analysis, in e, for atoms 1 through 6: Li 0.300; Cl 0.589; C -0.757; C -0.256; C -0.737; Cl 0.598

=====

C6H15BO | ωB97M-V/def2-TZVPD

Values from the calculation:
- orbital gap (eV) = 10.6
- 2S+1 = 1

Structure (XYZ):
```
23
C6H15BO, DFT ωB97M-V/def2-TZVPD
B -3.04 0.20 -0.01
C -0.65 -1.78 -0.08
C 0.79 1.78 -0.68
C 0.81 0.50 1.52
C 1.97 -0.50 -0.47
C -0.41 -0.38 -0.41
C 0.81 0.38 -0.02
O -1.79 0.31 0.48
H -3.16 0.08 -1.20
H -4.03 0.33 0.68
H -1.62 -2.09 -0.41
H 0.05 -2.50 -0.56
H -0.69 -1.75 1.10
H -0.10 1.71 -1.38
H 1.69 1.77 -1.23
H 0.79 2.52 0.10
H 0.71 -0.36 2.04
H -0.04 1.12 1.78
H 1.80 0.99 1.83
H 1.95 -1.48 0.15
H 1.89 -0.69 -1.57
H 2.92 0.08 -0.25
H -0.66 -0.23 -1.40
```

Results of the Löwdin charge analysis, in e, for atoms 1 through 6: B -0.235; C -0.059; C 0.001; C -0.042; C -0.055; C -0.222

=====

C3H2FFeLiO2 | ωB97M-V/def2-TZVPD

Values from the calculation:
- charge = +2
- orbital gap (spin up / spin down) (eV) = 5.8 / 4.5
- 2S+1 = 5

Structure (XYZ):
```
10
C3H2FFeLiO2, DFT ωB97M-V/def2-TZVPD
C -1.69 -0.30 -0.69
C -0.72 0.41 -0.14
H -1.46 -1.11 -1.39
H -2.73 -0.12 -0.41
F -1.04 1.35 0.74
O 1.50 0.49 1.52
C 1.67 0.68 0.34
O 0.58 0.06 -0.35
Fe 3.49 0.47 -0.60
Li 0.40 -1.93 0.99
```

Results of the Löwdin charge analysis, in e, for atoms 1 through 6: C 0.144; C -0.455; H 0.092; H 0.110; F 0.154; O 0.074

=====

C6H6N2O2 | ωB97M-V/def2-TZVPD

Values from the calculation:
- orbital gap (eV) = 8.2
- 2S+1 = 1

Structure (XYZ):
```
16
C6H6N2O2, DFT ωB97M-V/def2-TZVPD
C -1.57 0.04 1.05
C -1.49 0.19 -1.29
C 0.98 1.19 -0.09
C 2.42 1.29 0.21
C -1.12 -2.09 -0.13
C -1.23 -0.60 -0.16
N -1.84 0.54 2.03
N -1.85 0.74 -2.22
O 0.26 2.08 -0.44
O 0.66 -0.07 0.06
H 2.53 2.14 0.86
H 2.91 1.59 -0.68
H 2.66 0.45 0.90
H -2.05 -2.29 0.41
H -0.85 -2.67 -1.05
H -0.41 -2.53 0.54
```

Results of the Löwdin charge analysis, in e, for atoms 1 through 6: C -0.188; C -0.178; C -0.650; C 0.019; C 0.005; C -0.225